{"formula": "C5H16N", "method": "ωB97M-V/def2-TZVPD", "e_homo_ev": -14.182, "gap_ev": 10.0, "relative_energy_ev": 0.301, "total_energy_ev": -6927.7788, "charge": 1, "species": ["C", "N", "H", "H", "H", "H", "H", "H", "C", "C", "C", "C", "H", "H", "H", "H", "H", "H", "H", "H", "H", "H"], "positions_angstrom": [[-1.718, 0.951, 0.784], [-2.884, 1.014, 1.728], [-0.853, 0.598, 1.342], [-1.915, 0.212, 0.015], [-1.524, 1.951, 0.417], [-2.780, 1.749, 2.429], [-3.056, 0.135, 2.225], [-3.736, 1.259, 1.222], [2.585, 0.428, 0.407], [-0.003, -1.528, -1.793], [0.813, -0.364, -1.234], [1.902, -0.778, -0.250], [2.944, 1.087, -0.384], [3.439, 0.087, 0.989], [1.884, 0.954, 1.056], [-0.866, -1.178, -2.363], [-0.350, -2.191, -0.996], [0.590, -2.132, -2.479], [0.138, 0.376, -0.790], [1.285, 0.168, -2.065], [1.473, -1.417, 0.531], [2.633, -1.380, -0.792]]}


{"formula": "C3H4S2", "method": "ωB97M-V/def2-TZVPD", "e_homo_ev": -8.598, "gap_ev": 9.3, "relative_energy_ev": 1.338, "total_energy_ev": -24844.3029, "charge": 0, "species": ["C", "C", "C", "S", "S", "H", "H", "H", "H"], "positions_angstrom": [[-0.799, 0.112, 0.727], [0.106, -0.677, -0.151], [0.689, 0.497, -0.863], [-0.236, 1.704, 0.039], [1.875, -0.410, 0.249], [-1.899, -0.208, 0.690], [-0.679, -0.121, 1.726], [-0.081, -1.553, -0.565], [1.023, 0.656, -1.853]]}


{"formula": "C3H5F2OP", "method": "ωB97M-V/def2-TZVPD", "e_homo_ev": -9.329, "gap_ev": 10.2, "relative_energy_ev": 1.350, "total_energy_ev": -19960.8875, "charge": 0, "species": ["C", "C", "C", "O", "F", "F", "P", "H", "H", "H", "H", "H"], "positions_angstrom": [[0.599, 0.852, -0.479], [1.207, -0.473, -0.139], [-1.302, 0.431, -0.084], [0.313, -1.573, -0.327], [-2.098, 0.811, -1.040], [-1.682, 1.123, 1.074], [-1.191, -1.386, 0.266], [0.747, 1.576, 0.255], [0.378, 0.967, -1.439], [2.162, -0.498, -0.630], [1.620, -0.650, 0.836], [-0.753, -1.181, 1.706]]}


{"formula": "C33H33BF5N6NdO2S2", "method": "ωB97M-V/def2-TZVPD", "multiplicity": 4, "e_homo_ev": [-7.524, -7.536], "gap_ev": [7.0, 7.0], "total_energy_ev": -99009.2480, "charge": 0, "species": ["Nd", "C", "C", "C", "C", "C", "C", "C", "C", "C", "C", "C", "C", "N", "C", "C", "C", "C", "C", "C", "F", "H", "H", "H", "H", "H", "H", "H", "H", "H", "H", "H", "H", "H", "H", "H", "H", "H", "H", "H", "H", "H", "N", "C", "C", "C", "C", "C", "N", "C", "H", "H", "H", "H", "F", "B", "F", "F", "F", "N", "C", "C", "C", "C", "C", "C", "S", "O", "O", "N", "C", "S", "C", "C", "N", "H", "H", "H", "H", "H", "H", "H", "H"], "positions_angstrom": [[0.162, 0.623, 0.589], [1.800, -1.548, 4.229], [2.452, -2.119, 2.879], [3.399, -1.092, 2.187], [1.468, -2.805, 1.976], [0.634, -3.781, 2.622], [-0.262, -4.457, 1.827], [-0.251, -4.333, 0.417], [0.658, -3.489, -0.201], [1.102, -3.818, -1.653], [0.215, -3.144, -2.722], [0.867, -5.365, -1.809], [1.302, -2.532, 0.598], [1.608, -1.262, 0.039], [2.704, -1.051, -0.762], [3.767, -1.993, -1.080], [4.569, -1.744, -2.192], [4.597, -0.508, -2.807], [3.775, 0.523, -2.326], [2.950, 0.232, -1.284], [2.154, 1.240, -0.732], [2.550, -0.890, 4.702], [1.574, -2.285, 4.994], [0.937, -0.859, 4.003], [3.063, -2.960, 3.260], [2.920, -0.182, 1.832], [3.949, -1.524, 1.346], [4.156, -0.748, 2.931], [0.738, -3.770, 3.708], [-0.897, -5.250, 2.221], [-1.107, -4.778, -0.105], [2.131, -3.510, -1.674], [-0.857, -3.501, -2.622], [0.548, -3.400, -3.776], [0.154, -2.076, -2.589], [1.088, -5.732, -2.827], [-0.173, -5.769, -1.639], [1.492, -6.010, -1.213], [3.842, -2.926, -0.507], [5.200, -2.560, -2.458], [5.264, -0.320, -3.663], [3.801, 1.541, -2.760], [-4.590, -2.797, -3.066], [-4.125, -2.396, -2.065], [-3.745, -1.875, -0.783], [-4.509, -2.082, 0.376], [-4.103, -1.756, 1.695], [-2.866, -1.075, 1.755], [-2.203, -0.707, 0.627], [-2.492, -1.262, -0.580], [-5.453, -2.603, 0.188], [-4.686, -2.066, 2.538], [-2.448, -0.797, 2.724], [-1.704, -1.245, -1.419], [1.858, 1.785, 1.794], [0.966, 2.043, 2.934], [0.124, 0.775, 2.867], [0.296, 3.154, 2.558], [1.537, 2.118, 4.158], [0.053, 7.271, -3.588], [-0.509, 6.195, -2.965], [-0.216, 5.905, -1.562], [-0.531, 4.670, -1.029], [-1.460, 3.903, -1.757], [-2.009, 4.270, -2.963], [-1.551, 5.402, -3.599], [-1.928, 2.407, -1.087], [-0.757, 1.474, -1.410], [-3.206, 1.984, -1.655], [-1.809, 2.434, 0.539], [-2.657, 3.071, 1.371], [-3.481, 4.575, 0.926], [-3.792, 4.894, 2.612], [-3.207, 3.916, 3.382], [-2.702, 2.881, 2.707], [0.270, 8.107, -3.041], [-0.271, 7.430, -4.526], [0.258, 6.718, -0.993], [-0.125, 4.313, -0.086], [-2.752, 3.561, -3.359], [-1.985, 5.790, -4.507], [-4.443, 5.714, 2.845], [-3.097, 3.838, 4.486]]}


{"formula": "H22O11", "method": "ωB97M-V/def2-TZVPD", "e_homo_ev": -10.253, "smiles": "O.O.O.O.O.O.O.O.O.O.O", "gap_ev": 10.2, "relative_energy_ev": 1.868, "total_energy_ev": -22879.6456, "charge": 0, "species": ["O", "H", "H", "O", "H", "H", "O", "H", "H", "O", "H", "H", "O", "H", "H", "O", "H", "H", "O", "H", "H", "O", "H", "H", "O", "H", "H", "O", "H", "H", "O", "H", "H"], "positions_angstrom": [[0.230, -2.606, -3.685], [-0.265, -3.270, -3.237], [0.548, -1.909, -3.095], [-0.795, 1.125, -3.062], [-0.729, 1.737, -3.799], [-0.638, 1.648, -2.237], [0.484, 0.239, 2.917], [1.176, 0.524, 3.501], [1.010, -0.216, 2.275], [-1.995, -0.389, 3.167], [-2.559, 0.409, 3.303], [-1.077, -0.098, 2.980], [0.696, 2.505, 1.665], [0.626, 1.870, 2.389], [1.073, 1.918, 0.994], [1.993, -0.897, -2.410], [1.614, -0.681, -1.574], [2.930, -0.945, -2.282], [-1.858, 0.781, 0.731], [-1.962, 0.102, 1.340], [-2.679, 1.003, 0.344], [0.333, -0.678, 0.032], [-0.376, -0.044, 0.222], [-0.140, -1.450, -0.264], [2.694, 0.619, 0.844], [2.457, -0.207, 0.456], [3.499, 0.415, 1.359], [-0.805, 2.838, -0.773], [-1.590, 3.312, -1.111], [-1.123, 2.385, 0.011], [-0.896, -3.014, -0.500], [-1.523, -3.250, 0.142], [-0.344, -3.764, -0.655]]}


{"formula": "C6H35NO13", "method": "ωB97M-V/def2-TZVPD", "multiplicity": 2, "e_homo_ev": [-0.002, -6.669], "gap_ev": [2.6, 9.1], "relative_energy_ev": 2.277, "total_energy_ev": -34894.9786, "charge": -1, "species": ["C", "O", "C", "C", "C", "C", "N", "C", "H", "H", "H", "H", "H", "H", "H", "H", "H", "H", "H", "H", "H", "O", "H", "H", "O", "H", "H", "O", "H", "H", "O", "H", "H", "O", "H", "H", "O", "H", "H", "O", "H", "H", "O", "H", "H", "O", "H", "H", "O", "H", "H", "O", "H", "H", "O"], "positions_angstrom": [[-2.799, 2.061, 0.108], [-1.941, 0.927, 0.138], [-2.135, 3.219, -0.661], [-1.142, 3.973, 0.255], [0.148, 3.344, 0.674], [1.310, 3.824, 0.259], [2.558, 3.248, 0.576], [2.783, 2.289, 1.352], [-3.680, 1.739, -0.446], [-3.001, 2.419, 1.115], [-2.519, 0.177, 0.220], [-1.548, 3.050, -1.561], [-2.966, 3.892, -0.867], [-1.652, 4.256, 1.189], [-1.014, 4.965, -0.194], [0.063, 2.483, 1.330], [1.372, 4.695, -0.390], [1.998, 1.568, 1.618], [3.798, 2.007, 1.662], [-4.686, -0.933, -0.789], [-4.475, -1.171, 0.672], [-4.243, -0.583, -0.063], [0.608, -3.981, -1.204], [1.233, -4.884, -0.283], [0.516, -4.174, -0.262], [-2.708, -2.569, 1.016], [-1.996, -1.750, 2.068], [-2.507, -2.549, 1.927], [0.380, -0.900, -1.436], [-0.174, -0.117, -2.608], [0.516, -0.731, -2.381], [0.869, -1.758, -4.001], [-0.465, -1.879, -4.706], [0.459, -1.633, -4.863], [4.663, -1.118, 0.178], [5.665, -0.126, 0.988], [4.868, -0.708, 1.070], [0.861, -2.540, 3.587], [-0.611, -3.408, 3.527], [-0.096, -2.595, 3.725], [-2.595, -2.928, -2.167], [-2.931, -1.507, -2.434], [-3.338, -2.321, -1.963], [-1.514, -1.185, 3.644], [-1.410, -0.079, 4.655], [-1.622, -0.218, 3.740], [2.801, 1.318, -1.924], [4.140, 1.882, -1.325], [3.572, 1.158, -1.376], [4.626, -0.253, -1.651], [3.467, -1.174, -1.376], [4.420, -1.216, -1.593], [-0.324, -2.303, 0.001], [-0.410, -0.868, 0.708], [-0.674, -1.409, -0.043]]}


{"formula": "C16H48HgO8S8", "method": "ωB97M-V/def2-TZVPD", "e_homo_ev": -13.518, "gap_ev": 9.8, "relative_energy_ev": 3.398, "total_energy_ev": -124585.6399, "charge": 2, "species": ["Hg", "C", "S", "O", "C", "H", "H", "H", "H", "H", "H", "C", "S", "O", "C", "H", "H", "H", "H", "H", "H", "C", "S", "O", "C", "H", "H", "H", "H", "H", "H", "C", "S", "O", "C", "H", "H", "H", "H", "H", "H", "C", "S", "O", "C", "H", "H", "H", "H", "H", "H", "C", "S", "O", "C", "H", "H", "H", "H", "H", "H", "C", "S", "O", "C", "H", "H", "H", "H", "H", "H", "C", "S", "O", "C", "H", "H", "H", "H", "H", "H"], "positions_angstrom": [[-0.058, -0.007, 0.057], [-4.034, -0.504, -2.301], [-3.682, -0.686, -0.522], [-2.292, -0.115, -0.241], [-4.728, 0.787, -0.022], [-5.015, -0.896, -2.568], [-3.340, -1.131, -2.862], [-3.904, 0.511, -2.676], [-5.767, 0.700, -0.339], [-4.316, 1.729, -0.385], [-4.546, 0.808, 1.052], [3.899, 0.302, 3.217], [2.445, -0.827, 2.817], [1.514, -0.132, 1.818], [3.479, -2.006, 1.837], [3.769, 1.194, 3.829], [4.199, 0.709, 2.251], [4.782, -0.263, 3.517], [3.868, -1.395, 1.022], [2.905, -2.906, 1.616], [4.342, -2.221, 2.467], [1.666, 3.361, 1.705], [-0.115, 2.976, 2.201], [-0.498, 1.715, 1.455], [0.217, 2.375, 3.884], [2.396, 2.562, 1.835], [2.047, 4.256, 2.197], [1.741, 3.654, 0.658], [-0.675, 2.056, 4.424], [0.843, 3.101, 4.403], [0.882, 1.516, 3.797], [-1.109, 0.378, -4.464], [0.274, -0.146, -3.439], [-0.270, -0.620, -2.059], [0.661, -1.816, -4.208], [-0.883, 0.986, -5.340], [-1.807, 0.971, -3.872], [-1.746, -0.432, -4.819], [-0.223, -2.452, -4.161], [1.476, -2.200, -3.594], [0.938, -1.672, -5.253], [-0.663, 4.188, -2.538], [-1.733, 2.849, -1.795], [-0.698, 1.925, -1.150], [-2.379, 3.906, -0.413], [-0.006, 4.671, -1.814], [-1.367, 4.863, -3.023], [-0.022, 3.764, -3.311], [-1.841, 4.853, -0.367], [-2.348, 3.320, 0.505], [-3.424, 4.180, -0.554], [-1.179, -3.474, -0.805], [0.612, -3.439, -0.690], [0.933, -1.996, -0.242], [0.632, -4.525, 0.788], [-1.682, -3.095, 0.084], [-1.499, -4.478, -1.085], [-1.646, -3.021, -1.680], [1.648, -4.599, 1.176], [0.360, -5.518, 0.432], [0.123, -3.985, 1.586], [-0.801, -1.740, 4.358], [-1.965, -1.260, 2.999], [-1.111, -0.987, 1.791], [-2.790, -2.885, 2.756], [-0.203, -2.641, 4.217], [-1.514, -1.974, 5.149], [-0.201, -0.838, 4.475], [-3.258, -3.110, 3.715], [-1.929, -3.533, 2.587], [-3.527, -2.862, 1.954], [3.754, 2.096, -2.052], [3.309, 0.826, -0.746], [1.802, 1.062, -0.445], [3.455, -0.675, -1.826], [4.392, 1.515, -2.719], [4.315, 2.917, -1.606], [2.790, 2.441, -2.424], [4.431, -1.156, -1.757], [3.190, -0.361, -2.836], [2.708, -1.444, -1.629]]}


{"formula": "C2H7FeO3", "method": "ωB97M-V/def2-TZVPD", "multiplicity": 6, "e_homo_ev": [-5.015, -5.526], "gap_ev": [5.5, 2.9], "relative_energy_ev": 6.971, "total_energy_ev": -42707.0030, "charge": 0, "species": ["O", "Fe", "H", "C", "H", "H", "H", "O", "C", "O", "H", "H", "H"], "positions_angstrom": [[0.053, 2.795, -0.435], [1.423, 4.080, -0.584], [-0.892, 3.006, -0.736], [0.032, 1.320, 0.200], [1.094, 1.178, 0.440], [-0.668, 1.454, 1.037], [-0.381, 0.731, -0.631], [-0.055, -0.901, 1.237], [-0.167, -2.763, -0.137], [0.699, -1.953, 0.616], [-0.623, -2.188, -0.960], [0.445, -3.579, -0.548], [-0.961, -3.180, 0.501]]}


{"formula": "C3H12O3", "method": "ωB97M-V/def2-TZVPD", "e_homo_ev": -10.088, "smiles": "CC(C)O.O.O", "gap_ev": 10.8, "relative_energy_ev": 0.510, "total_energy_ev": -9447.5165, "charge": 0, "species": ["C", "C", "C", "O", "H", "H", "H", "H", "H", "H", "H", "H", "H", "H", "O", "H", "H", "O"], "positions_angstrom": [[0.143, -0.280, 1.936], [-0.279, -1.132, 0.750], [0.836, -1.166, -0.308], [-1.495, -0.664, 0.156], [-0.560, -0.444, 2.774], [0.121, 0.794, 1.709], [1.107, -0.684, 2.259], [-0.397, -2.167, 1.079], [1.739, -1.205, 0.317], [0.796, -0.166, -0.741], [0.927, -2.059, -0.894], [-2.213, -0.837, 0.762], [3.833, 3.851, -2.040], [4.707, 3.102, -1.063], [4.661, 3.920, -1.581], [-4.435, -0.332, -0.879], [-3.488, -1.510, -1.343], [-3.953, -1.116, -0.619]]}


{"formula": "C19H32AsF5N6OS2Sn", "method": "ωB97M-V/def2-TZVPD", "e_homo_ev": -12.057, "gap_ev": 7.2, "relative_energy_ev": 0.656, "total_energy_ev": -133126.5962, "charge": 2, "species": ["Sn", "N", "C", "S", "N", "N", "C", "C", "C", "C", "C", "C", "C", "O", "H", "H", "H", "H", "H", "H", "H", "N", "C", "C", "C", "N", "C", "C", "N", "C", "H", "H", "H", "H", "H", "H", "H", "H", "H", "H", "H", "H", "H", "H", "H", "H", "F", "C", "F", "C", "F", "F", "F", "C", "As", "C", "C", "S", "H", "H", "H", "H", "H", "H", "H", "H", "H"], "positions_angstrom": [[0.080, 0.098, -0.633], [0.446, -2.547, 3.121], [0.065, -1.625, 2.178], [-0.039, -2.212, 0.536], [-0.156, -0.417, 2.592], [-0.599, 0.428, 1.581], [-1.383, 1.371, 1.944], [-2.062, 2.266, 1.025], [-2.599, 3.452, 1.547], [-3.355, 4.303, 0.775], [-3.626, 3.947, -0.545], [-3.133, 2.771, -1.073], [-2.330, 1.910, -0.315], [-1.888, 0.781, -0.882], [0.414, -3.512, 2.834], [0.103, -2.370, 4.054], [-1.594, 1.477, 3.008], [-2.413, 3.690, 2.588], [-3.751, 5.218, 1.192], [-4.240, 4.591, -1.161], [-3.375, 2.483, -2.090], [-1.137, -1.607, -6.702], [-0.229, -0.660, -5.903], [-0.856, 0.738, -5.903], [-1.621, 1.073, -4.614], [-0.682, 1.599, -3.626], [-2.312, -0.162, -4.036], [-1.368, -1.349, -3.754], [-1.096, -1.497, -2.315], [-0.038, -1.230, -4.509], [-1.231, -1.289, -7.668], [-2.074, -1.641, -6.293], [-0.763, -2.558, -6.715], [0.705, -0.671, -6.461], [-1.507, 0.856, -6.775], [-0.056, 1.467, -6.036], [-2.402, 1.797, -4.873], [-1.170, 1.761, -2.750], [-0.297, 2.486, -3.931], [-3.108, -0.471, -4.723], [-2.818, 0.117, -3.110], [-1.877, -2.262, -4.095], [-0.655, -2.397, -2.140], [-1.973, -1.510, -1.797], [0.479, -2.193, -4.547], [0.597, -0.525, -3.973], [4.011, 0.141, -0.223], [4.295, 0.863, 0.865], [5.140, 0.147, 1.642], [5.026, 2.153, 0.420], [4.215, 2.883, -0.339], [5.374, 2.860, 1.499], [6.114, 1.837, -0.264], [4.833, 1.685, 4.385], [3.291, 0.711, 3.808], [3.547, -1.169, 3.996], [1.750, 1.279, 4.784], [2.725, 1.218, 1.740], [4.960, 1.485, 5.449], [4.663, 2.747, 4.221], [5.708, 1.353, 3.835], [3.701, -1.378, 5.056], [4.422, -1.471, 3.426], [2.653, -1.679, 3.633], [1.893, 1.002, 5.828], [0.886, 0.765, 4.360], [1.650, 2.359, 4.697]]}


{"formula": "C3H10N3O2", "method": "ωB97M-V/def2-TZVPD", "e_homo_ev": -4.394, "gap_ev": 8.7, "relative_energy_ev": 0.125, "total_energy_ev": -11840.7346, "charge": -1, "species": ["N", "C", "O", "O", "H", "H", "C", "C", "N", "N", "H", "H", "H", "H", "H", "H", "H", "H"], "positions_angstrom": [[1.364, -2.702, 1.360], [0.911, -1.472, 0.820], [-0.118, -0.978, 1.325], [1.587, -0.982, -0.121], [2.277, -2.961, 1.030], [1.241, -2.773, 2.352], [-1.109, 0.748, -1.174], [-0.297, 1.695, -0.271], [-0.915, 1.749, 1.058], [-0.233, 0.054, -2.131], [-1.567, 0.034, -0.479], [-1.907, 1.296, -1.678], [0.748, 1.386, -0.291], [-0.408, 2.691, -0.715], [-0.539, 2.497, 1.619], [-0.722, 0.848, 1.520], [0.464, -0.481, -1.592], [-0.775, -0.648, -2.631]]}